Density functional theory data (wB97M-V/def2-TZVPD) for 16 unconnected molecules or ions with the total composition C78H80N16 at a distorted geometry.

XYZ file:
```
174
Properties=species:S:1:pos:R:3:forces:R:3
N -31.1061 21.2173 -14.3838 0.32 -0.42 -0.39
C -31.7429 22.4236 -14.5414 0.58 -0.47 0.46
C -32.3282 22.6839 -13.3379 -1.02 0.06 1.34
C -32.1589 21.5570 -12.4766 0.92 0.24 -0.58
C -31.3442 20.6675 -13.1608 -1.17 0.66 0.62
H -30.6309 20.7276 -15.1284 -0.33 -0.06 -0.15
H -31.7260 22.9468 -15.4860 0.13 0.04 0.21
H -32.8679 23.5373 -12.9548 -0.06 0.24 -0.66
H -32.5221 21.4826 -11.4622 0.05 -0.13 -0.09
H -31.1012 19.6661 -12.8374 0.40 0.05 -0.38
N -30.1195 12.5852 -17.4348 0.62 1.01 1.41
C -30.7686 12.1801 -16.2878 0.04 -0.88 -0.04
C -30.1117 12.6841 -15.1693 -1.27 0.04 -0.74
C -29.1322 13.5774 -15.6380 0.50 -0.82 -1.54
C -29.1285 13.4493 -17.0334 0.75 0.45 0.66
H -30.1731 12.1696 -18.3538 -0.30 0.23 0.30
H -31.6374 11.5539 -16.4278 0.12 -0.14 0.45
H -30.3494 12.4974 -14.1325 -0.24 -0.01 -0.12
H -28.3966 14.0766 -15.0247 -0.03 0.23 -0.27
H -28.4153 13.8813 -17.7198 -0.14 -0.04 -0.06
N -24.7973 13.9541 -12.6091 2.19 -0.58 -0.58
C -26.0420 13.5293 -12.5936 -0.03 0.40 0.09
C -26.4535 12.2456 -12.9317 1.48 -0.47 -1.12
C -25.4283 11.3587 -13.3550 0.30 1.10 1.28
C -24.0531 11.7551 -13.2759 -2.06 0.47 0.03
C -23.7918 13.0990 -12.9619 -1.40 -0.65 0.70
H -26.6619 14.3559 -12.2791 -0.95 -0.34 0.01
H -27.4980 11.9784 -12.9948 -0.01 -0.08 0.17
H -25.6898 10.3382 -13.5931 0.07 -0.07 -0.17
H -23.3076 10.9862 -13.4151 0.27 0.28 -0.20
H -22.7851 13.4802 -12.8747 0.10 0.00 -0.15
N -20.7916 14.5838 -14.0399 0.88 0.76 -0.10
C -19.8928 14.6205 -15.0634 -0.92 0.76 0.66
C -19.8250 15.6828 -15.9649 0.28 0.27 0.42
C -20.6561 16.8060 -15.8037 0.44 -1.42 0.35
C -21.5663 16.7591 -14.7658 0.81 0.36 0.64
C -21.5136 15.6867 -13.8435 -0.85 0.16 -1.77
H -19.1651 13.8233 -15.0286 -0.09 -0.23 -0.50
H -19.0416 15.7250 -16.7071 0.05 -0.24 -0.11
H -20.4900 17.6869 -16.4060 -0.31 0.02 -0.19
H -22.1464 17.6494 -14.5725 -0.38 -0.05 0.32
H -22.2148 15.7331 -13.0234 0.03 -0.30 0.33
N -22.6120 19.7168 -13.1322 0.10 1.22 0.94
C -21.3078 19.9595 -12.7509 -1.70 0.18 -1.15
C -20.9002 21.1720 -12.2518 -1.11 1.46 0.67
C -21.8727 22.1934 -12.1064 1.62 -0.81 -0.30
C -23.1627 21.9609 -12.4685 -1.06 0.20 -0.02
C -23.5452 20.7106 -12.9326 2.30 -1.61 -0.21
H -20.5905 19.1963 -13.0143 -0.02 -0.32 0.22
H -19.9156 21.4605 -11.9147 0.32 -0.62 -0.24
H -21.5276 23.1591 -11.7678 -0.22 0.11 0.13
H -23.8850 22.7591 -12.3818 -0.21 -0.03 0.04
H -24.5645 20.4379 -13.1633 -0.05 0.08 -0.16
N -21.5432 10.4300 -18.2379 -0.27 2.16 0.37
C -21.8998 11.5693 -18.9481 1.37 -1.07 2.00
C -22.1691 12.7960 -18.3372 -0.27 -0.40 -0.91
C -22.1896 12.8901 -16.9711 0.16 -0.84 1.15
C -21.8779 11.7518 -16.2181 -0.22 0.29 -0.77
C -21.5073 10.5784 -16.8753 -0.75 0.39 -1.37
H -21.7554 11.5751 -20.0184 -0.38 -0.56 -0.16
H -22.4137 13.6204 -18.9905 0.05 0.24 0.11
H -22.4135 13.7729 -16.3906 -0.19 0.36 -0.38
H -22.0155 11.8300 -15.1497 0.48 -0.26 0.10
H -21.2134 9.7208 -16.2883 0.01 -0.26 -0.16
N -32.3196 17.2013 -11.8114 -0.22 -0.21 -1.79
C -31.1923 16.5181 -12.1531 -1.63 0.49 -0.39
C -31.0844 15.7149 -13.3071 -0.54 0.29 -0.09
C -32.1828 15.5820 -14.1714 -0.58 0.42 2.18
C -33.3466 16.3007 -13.8109 0.37 1.30 -0.30
C -33.3703 17.1766 -12.7071 2.55 -1.44 0.60
H -30.3768 16.7098 -11.4715 0.26 -0.35 0.01
H -30.1661 15.2102 -13.5687 0.17 0.00 0.21
H -32.1854 14.8423 -14.9583 0.13 0.25 -0.34
H -34.1716 16.4153 -14.4984 -0.21 -0.51 -0.09
H -34.1658 17.8772 -12.5000 -0.24 -0.22 -0.02
N -25.9668 15.5163 -17.6021 0.46 0.19 -0.86
C -24.8608 16.1322 -17.1186 -1.02 -0.18 -1.14
C -23.7488 16.4716 -17.9005 -0.48 -0.16 0.66
C -23.7550 16.1523 -19.2500 -0.13 -0.22 0.69
C -24.9066 15.5664 -19.7551 1.14 -0.31 -0.30
C -25.9628 15.2523 -18.9324 0.68 0.15 0.80
H -24.9019 16.3910 -16.0708 0.13 -0.11 0.17
H -22.9336 16.9150 -17.3482 0.30 0.06 -0.38
H -22.8698 16.2105 -19.8660 0.04 0.39 -0.05
H -24.8403 15.1682 -20.7568 -0.46 0.18 -0.24
H -26.7231 14.6732 -19.4352 -0.73 0.01 0.65
N -30.2694 19.4193 -9.5984 0.85 0.33 -0.34
C -29.3430 19.9461 -8.7574 -2.08 0.56 -0.16
C -29.7205 20.4439 -7.5148 -0.85 -0.94 -0.14
C -31.0862 20.3174 -7.1314 0.55 -0.83 -0.06
C -32.0289 19.7868 -8.0109 1.17 0.41 -0.54
C -31.5535 19.3847 -9.2640 0.29 -0.15 0.68
H -28.3492 20.1156 -9.1445 0.18 -0.55 0.04
H -28.9191 20.7507 -6.8591 -0.28 0.33 0.30
H -31.4098 20.4179 -6.1059 0.21 0.66 0.16
H -33.0781 19.6655 -7.7855 0.03 0.06 0.26
H -32.2245 18.9292 -9.9772 -0.01 -0.04 -0.24
N -27.3517 18.1711 -11.5379 -2.07 0.29 1.02
C -26.2952 17.5902 -12.0039 1.02 0.08 -2.34
C -26.0858 17.4667 -13.4045 0.25 -0.40 0.06
C -27.0180 17.9402 -14.3428 -0.22 -0.22 1.89
C -28.1901 18.4556 -13.7868 0.32 0.06 0.72
C -28.3329 18.5028 -12.3790 0.52 0.87 -1.47
H -25.5523 17.3164 -11.2693 0.30 -0.29 -0.14
H -25.1812 16.9715 -13.7250 0.19 0.03 -0.09
H -26.9170 17.9075 -15.4176 0.37 -0.11 -0.02
H -28.9145 18.8953 -14.4565 -0.38 -0.08 0.18
H -29.2007 18.9768 -11.9447 -0.17 -0.10 0.21
N -30.8392 19.4534 -16.6156 1.89 -0.80 -0.90
C -30.1323 19.7750 -17.7627 -1.70 -0.94 -0.21
C -29.6210 18.8495 -18.6704 0.39 -2.17 1.86
C -29.5200 17.5099 -18.1824 -0.95 0.94 -0.37
C -30.1878 17.1792 -17.0169 -0.58 0.07 1.30
C -30.8404 18.1392 -16.2356 0.87 2.17 -1.98
H -30.1024 20.8020 -18.0954 -0.35 0.27 0.48
H -29.2550 19.0006 -19.6752 0.18 0.77 0.17
H -28.9964 16.7581 -18.7542 -0.06 -0.12 -0.08
H -30.3181 16.2090 -16.5607 0.75 -0.58 -0.56
H -31.2840 17.8898 -15.2830 -0.32 0.04 -0.06
N -23.5158 12.8855 -8.8966 0.88 -0.31 0.02
C -22.7351 12.1512 -8.0908 1.03 1.89 0.96
C -21.6016 12.7296 -7.4349 -0.90 -0.20 -1.22
C -21.2673 14.0620 -7.7397 1.05 -1.86 1.57
C -22.0310 14.7564 -8.5919 -1.67 1.46 -1.50
C -23.1277 14.1488 -9.1686 -1.39 -1.56 0.43
H -23.0548 11.1509 -7.8387 -0.03 -0.15 -0.16
H -21.0204 12.1284 -6.7515 0.07 0.06 0.04
H -20.4193 14.5618 -7.2953 0.12 -0.19 0.26
H -21.8979 15.8148 -8.7603 0.33 0.06 -0.17
H -23.8983 14.5902 -9.7832 0.52 0.87 -0.31
N -23.9059 20.7652 -9.3152 -0.34 -1.15 -0.33
C -24.3812 21.1168 -8.1008 0.51 -2.20 0.14
C -24.5824 20.1380 -7.0952 -0.04 -0.96 -2.06
C -24.4591 18.7661 -7.5019 -0.43 1.34 1.29
C -24.0734 18.3878 -8.7744 -0.57 1.29 0.64
C -23.7797 19.4374 -9.6372 0.14 0.79 0.86
H -24.6048 22.1591 -7.9271 0.19 0.16 -0.03
H -24.9550 20.3856 -6.1122 0.10 0.04 0.04
H -24.7345 18.0158 -6.7755 0.05 -0.16 0.10
H -24.1122 17.3502 -9.0713 0.27 -0.03 -0.13
H -23.3829 19.1104 -10.5869 -0.01 0.85 -0.53
N -28.3098 16.4348 -7.4470 0.51 -0.45 -1.50
C -27.2206 15.7633 -7.0434 -0.44 -1.16 -0.37
C -26.3908 14.9601 -7.8618 -0.44 0.84 0.71
C -26.6629 14.8905 -9.2050 -0.89 0.19 -0.64
C -27.7988 15.5622 -9.6752 0.14 -0.06 1.10
C -28.5680 16.3172 -8.7784 0.89 -0.31 -0.12
H -27.1121 15.6425 -5.9757 0.25 0.51 0.26
H -25.5924 14.3829 -7.4191 0.12 0.06 0.05
H -26.0824 14.2860 -9.8861 0.15 -0.14 0.05
H -28.1413 15.4560 -10.6940 0.13 0.16 -0.12
H -29.3871 16.8371 -9.2528 -0.39 0.33 0.65
N -25.5700 20.9475 -15.8175 0.69 -0.31 1.53
C -26.3722 21.7702 -15.1213 0.33 -0.67 -1.05
C -27.4910 22.3066 -15.6878 -1.16 0.29 -0.92
C -27.8705 21.9781 -17.0129 1.87 -0.53 0.70
C -26.9998 21.1076 -17.7082 0.02 0.27 0.58
C -25.8558 20.5914 -17.0466 -1.48 1.28 -0.19
H -26.1543 22.0079 -14.0905 0.43 -0.08 0.09
H -28.0652 23.0060 -15.0984 -0.30 -0.01 -0.03
H -28.7602 22.4371 -17.4181 0.08 -0.11 -0.29
H -27.1080 20.8370 -18.7481 -0.44 0.01 -0.07
H -25.1642 19.9207 -17.5347 0.03 -0.08 -0.18
N -27.2188 24.7954 -10.3904 -0.54 -1.47 0.85
C -26.5168 23.6351 -10.2680 -1.85 -0.22 -0.64
C -27.1084 22.3463 -10.4484 -0.72 1.31 -0.17
C -28.4555 22.2849 -10.8536 0.06 1.58 -0.20
C -29.2082 23.4890 -10.9037 1.06 0.45 0.79
C -28.5777 24.6913 -10.5442 2.10 -0.82 -0.95
H -25.4553 23.7269 -10.0916 0.13 0.03 0.07
H -26.5609 21.4271 -10.3011 0.33 0.04 -0.14
H -28.9134 21.3750 -11.2125 -0.03 -0.23 0.29
H -30.2473 23.5958 -11.1778 -0.11 -0.67 -0.10
H -29.0652 25.6550 -10.5517 -0.37 -0.07 0.01
```
Forces are in eV/Å.

Its HOMO energy is -7.844 eV. The LUMO energy is 0.352 eV.